(i)
The molecule C17H34O2. Source: the Open Molecules 2025 dataset; level of theory: wB97M-V/def2-TZVPD.

Bonds (Å) are listed after each position.
Atoms and positions in Å:
1 H -0.124 1.642 -0.207  C38 1.090
2 C 3.662 0.198 -1.238  C25 1.527, C30 1.531, H39 1.092, H43 1.092
3 H -1.995 0.384 -0.520  C18 1.092
4 C -2.711 1.852 0.889  H10 1.093, C18 1.527, H31 1.093, C48 1.529
5 H 0.083 -3.073 -1.304  C14 1.087
6 H -5.753 -1.494 -1.682  C23 1.088
7 H -0.264 -1.523 -0.531  C14 1.087
8 H -0.904 -3.016 0.164  C14 1.086
9 H -2.182 -0.219 1.129  C18 1.093
10 H -3.421 1.881 1.719  C4 1.093
11 H -3.512 -2.203 0.272  C12 1.093
12 C -3.941 -1.568 -0.507  H11 1.093, C23 1.524, C24 1.527, H47 1.093
13 H 1.717 -4.702 -0.178  C15 1.088
14 C -0.055 -2.574 -0.348  H5 1.087, H7 1.087, H8 1.086, C52 1.522
15 C 1.549 -4.184 0.763  H13 1.088, H26 1.087, H49 1.086, C52 1.525
16 C 3.280 -1.585 0.491  O17 1.204, C30 1.513, O41 1.333
17 O 3.360 -1.645 1.691  C16 1.204
18 C -2.633 0.419 0.365  H3 1.092, C4 1.527, H9 1.093, C24 1.527
19 H 1.486 4.316 -0.989  C36 1.093
20 H 2.812 4.049 0.141  C36 1.093
21 H 0.690 4.150 1.315  C53 1.093
22 H 3.116 2.768 -1.916  C51 1.093
23 C -5.316 -2.102 -0.892  H6 1.088, C12 1.524, H37 1.088, H45 1.088
24 C -4.010 -0.130 0.000  C12 1.527, C18 1.527, H32 1.093, H44 1.093
25 C 3.102 1.305 -0.348  C2 1.527, H29 1.092, H35 1.091, C51 1.526
26 H 2.451 -4.246 1.368  C15 1.087
27 H 5.101 -0.532 0.215  C30 1.090
28 H 1.403 2.554 1.500  C53 1.091
29 H 3.913 1.746 0.237  C25 1.092
30 C 4.299 -0.923 -0.412  C2 1.531, C16 1.513, H27 1.090, H46 1.092
31 H -3.099 2.503 0.102  C4 1.093
32 H -4.457 0.503 -0.771  C24 1.093
33 H -0.950 1.710 2.119  C48 1.093
34 H -0.784 3.251 -0.509  C38 1.093
35 H 2.391 0.865 0.354  C25 1.091
36 C 1.941 3.579 -0.322  H19 1.093, H20 1.093, C51 1.530, C53 1.530
37 H -5.986 -2.081 -0.035  C23 1.088
38 C -0.351 2.602 0.256  H1 1.090, H34 1.093, C48 1.527, C53 1.527
39 H 2.859 -0.224 -1.846  C2 1.092
40 H 1.082 -2.200 1.459  C52 1.098
41 O 2.270 -2.090 -0.218  C16 1.333, C52 1.437
42 H 1.567 1.963 -1.703  C51 1.092
43 H 4.414 0.614 -1.913  C2 1.092
44 H -4.661 -0.089 0.877  C24 1.093
45 H -5.244 -3.127 -1.247  C23 1.088
46 H 4.705 -1.685 -1.079  C30 1.092
47 H -3.278 -1.615 -1.374  C12 1.093
48 C -1.367 2.395 1.377  C4 1.529, H33 1.093, C38 1.527, H50 1.093
49 H 0.736 -4.668 1.297  C15 1.086
50 H -1.539 3.352 1.875  C48 1.093
51 C 2.414 2.394 -1.166  H22 1.093, C25 1.526, C36 1.530, H42 1.092
52 C 1.199 -2.724 0.500  C14 1.522, C15 1.525, H40 1.098, O41 1.437
53 C 0.939 3.230 0.780  H21 1.093, H28 1.091, C36 1.530, C38 1.527

As for the spin multiplicity: 1. Its SMILES is CCCCCCCCCCCCCC(=O)OC(C)C.



(ii)
The molecule C17H34O2. Source: the Open Molecules 2025 dataset; level of theory: wB97M-V/def2-TZVPD.

Bonds (Å) are listed after each position.
Atoms and positions in Å:
1 H -0.750 4.443 -1.324  C17 1.093
2 H 3.772 2.027 2.063  C8 1.092
3 H 2.488 -4.345 -1.219  C21 1.092
4 H -4.136 -1.226 -0.954  C11 1.091
5 C 3.687 -0.652 -0.146  C16 1.529, C19 1.509, H23 1.090, H30 1.092
6 H -4.610 -0.641 1.999  C7 1.093
7 C -4.553 -0.315 0.957  H6 1.093, C11 1.527, H13 1.093, C34 1.529
8 C 3.927 1.572 1.082  H2 1.092, C16 1.529, H20 1.093, C52 1.530
9 H -3.009 3.423 -1.404  C12 1.093
10 C 1.731 2.574 0.243  H14 1.089, H26 1.092, C29 1.528, C52 1.527
11 C -4.122 -1.504 0.101  H4 1.091, C7 1.527, H40 1.093, C49 1.527
12 C -2.745 2.827 -0.526  H9 1.093, C24 1.530, H28 1.093, C50 1.527
13 H -5.555 0.004 0.657  C7 1.093
14 H 1.267 1.589 0.202  C10 1.089
15 H 3.423 2.032 -0.969  C52 1.092
16 C 3.443 0.123 1.150  C5 1.529, C8 1.529, H32 1.090, H47 1.093
17 C -0.391 3.749 -0.561  H1 1.093, C29 1.529, H42 1.093, C50 1.527
18 H -3.853 1.591 1.649  C34 1.093
19 C 3.100 -2.040 -0.067  C5 1.509, O22 1.341, O33 1.202
20 H 5.002 1.575 0.884  C8 1.093
21 C 3.436 -4.280 -0.681  H3 1.092, O22 1.421, H35 1.087, H44 1.092
22 O 3.900 -2.936 -0.662  C19 1.341, C21 1.421
23 H 4.749 -0.726 -0.376  C5 1.090
24 C -3.637 1.585 -0.481  C12 1.530, H25 1.093, C34 1.528, H43 1.091
25 H -4.669 1.883 -0.683  C24 1.093
26 H 1.545 2.995 1.234  C10 1.092
27 H -5.244 -4.757 -0.371  C48 1.088
28 H -2.940 3.441 0.357  C12 1.093
29 C 1.091 3.471 -0.816  C10 1.528, C17 1.529, H36 1.093, H53 1.093
30 H 3.188 -0.148 -0.976  C5 1.092
31 H -3.573 -4.198 -0.274  C48 1.088
32 H 2.379 0.088 1.383  C16 1.090
33 O 2.050 -2.328 0.443  C19 1.202
34 C -3.593 0.871 0.869  C7 1.529, H18 1.093, C24 1.528, H37 1.091
35 H 4.203 -4.860 -1.187  C21 1.087
36 H 1.205 3.005 -1.798  C29 1.093
37 H -2.580 0.517 1.070  C34 1.091
38 H -1.055 1.934 -1.509  C50 1.093
39 H -6.056 -2.444 0.043  C49 1.093
40 H -3.096 -1.779 0.359  C11 1.093
41 H -5.024 -2.995 1.362  C49 1.093
42 H -0.504 4.240 0.409  C17 1.093
43 H -3.329 0.900 -1.273  C24 1.091
44 H 3.287 -4.643 0.337  C21 1.092
45 H 3.689 3.433 0.056  C52 1.093
46 H -0.995 1.853 0.253  C50 1.090
47 H 3.970 -0.380 1.964  C16 1.093
48 C -4.588 -3.905 -0.535  H27 1.088, H31 1.088, C49 1.524, H51 1.088
49 C -5.031 -2.714 0.306  C11 1.527, H39 1.093, H41 1.093, C48 1.524
50 C -1.257 2.491 -0.590  C12 1.527, C17 1.527, H38 1.093, H46 1.090
51 H -4.609 -3.654 -1.593  C48 1.088
52 C 3.236 2.438 0.027  C8 1.530, C10 1.527, H15 1.092, H45 1.093
53 H 1.625 4.425 -0.843  C29 1.093

As for the spin multiplicity: 1. Its SMILES is CCCCCCCCCCCCCCCC(=O)OC.



The structure with the greatest stability is (i).